Below is the molecule C34H36F3NO13, with properties calculated with ωB97M-V with the def2-TZVPD basis set.

```
! RIJCOSX wB97M-V def2-TZVPD def2/J DEFGRID3
* xyz 0 1
C 6.1895 6.1903 5.2882
C 6.7448 5.5034 4.0461
C 5.7251 4.5462 3.4347
C 6.2931 3.8330 2.2014
C 5.2169 2.9792 1.5887
O 4.9896 1.8266 1.8553
O 4.5136 3.6763 0.6833
C 3.4006 3.0022 0.1339
C 2.2678 2.8900 1.1335
O 2.2514 3.4828 2.1788
C 1.1498 1.9364 0.7127
O 1.4312 1.4675 -0.5844
C -0.1953 2.6804 0.7600
C -1.3738 1.7582 0.7801
C -2.6475 2.3282 0.5309
O -2.6958 3.6403 0.3161
C -3.7911 1.5166 0.5191
C -3.6761 0.1250 0.7430
C -2.4120 -0.4239 1.0029
O -2.2276 -1.7233 1.2373
C -1.2698 0.4112 1.0365
C 0.0579 -0.2390 1.3455
O 0.4645 -0.9740 0.1820
C 0.9032 -2.2843 0.4074
C 1.0520 -2.9770 -0.9554
C 2.3253 -2.5168 -1.6778
N 2.5996 -3.3679 -2.8189
C 2.3313 -3.0175 -4.0790
O 1.7971 -2.0065 -4.4565
C 2.8102 -4.1149 -5.0769
F 2.4808 -3.8486 -6.3336
F 4.1463 -4.2648 -5.0275
F 2.2875 -5.3160 -4.7649
C 3.5319 -2.6069 -0.7200
O 3.7765 -3.9452 -0.3684
C 3.2150 -1.7554 0.5172
C 4.3604 -1.7193 1.5173
O 2.0807 -2.3338 1.1655
C 1.1019 0.8009 1.7514
C -4.8450 -0.7583 0.7222
O -4.7207 -1.9716 0.9176
C -6.1522 -0.1426 0.4712
C -7.3257 -0.9356 0.4283
O -7.1820 -2.2577 0.5904
C -8.3091 -3.1008 0.5286
C -8.5620 -0.3153 0.2221
C -8.6509 1.0535 0.0594
C -7.5116 1.8336 0.0824
C -6.2685 1.2432 0.2837
C -5.0916 2.1278 0.2861
O -5.2221 3.3412 0.0981
H 5.9357 5.4564 6.0485
H 5.2911 6.7505 5.0425
H 6.9226 6.8777 5.7041
H 7.6474 4.9493 4.3146
H 7.0236 6.2566 3.3060
H 5.4312 3.8000 4.1744
H 4.8295 5.1003 3.1442
H 7.1299 3.1966 2.4921
H 6.6213 4.5702 1.4684
H 3.6810 1.9953 -0.1946
H 3.0593 3.5771 -0.7291
H 0.9054 0.6664 -0.7309
H -0.2801 3.3336 -0.1113
H -0.2211 3.3192 1.6475
H -3.6503 3.8850 0.1736
H -3.1296 -2.1548 1.1762
H -0.0833 -0.9504 2.1680
H 0.1602 -2.8206 1.0205
H 0.1749 -2.7492 -1.5589
H 1.0983 -4.0556 -0.7947
H 2.2043 -1.4939 -2.0440
H 3.0774 -4.2323 -2.5960
H 4.4318 -2.2384 -1.2230
H 3.2321 -4.1361 0.4097
H 2.9707 -0.7402 0.1813
H 4.0122 -1.2984 2.4557
H 4.7343 -2.7226 1.7004
H 5.1635 -1.0970 1.1354
H 0.8334 1.2260 2.7186
H 2.0819 0.3341 1.8447
H -8.8112 -3.0324 -0.4412
H -7.9193 -4.1084 0.6613
H -9.0223 -2.8802 1.3286
H -9.4645 -0.9066 0.1914
H -9.6189 1.5093 -0.0898
H -7.5575 2.9035 -0.0517
*
```

Results
E_LUMO = -1.44 eV
Highest occupied orbital energy = -8.38 eV
Structure (SMILES) = CCCCC(=O)OCC(=O)[C@]1(O)Cc2c(O)c3c(c(O)c2[C@@H](O[C@H]2C[C@H](NC(=O)C(F)(F)F)[C@H](O)[C@H](C)O2)C1)C(=O)c1c(OC)cccc1C3=O

Atomic charges from the natural (NBO) analysis, expressed in e, are listed below:
1. C -0.60
2. C -0.39
3. C -0.38
4. C -0.50
5. C 0.82
6. O -0.62
7. O -0.50
8. C -0.20
9. C 0.60
10. O -0.53
11. C 0.15
12. O -0.74
13. C -0.45
14. C 0.00
15. C 0.37
16. O -0.66
17. C -0.16
18. C -0.27
19. C 0.45
20. O -0.69
21. C -0.08
22. C 0.07
23. O -0.58
24. C 0.38
25. C -0.44
26. C -0.09
27. N -0.60
28. C 0.58
29. O -0.57
30. C 0.90
31. F -0.30
32. F -0.32
33. F -0.33
34. C 0.07
35. O -0.73
36. C 0.07
37. C -0.63
38. O -0.56
39. C -0.44
40. C 0.60
41. O -0.59
42. C -0.13
43. C 0.35
44. O -0.46
45. C -0.26
46. C -0.29
47. C -0.16
48. C -0.19
49. C -0.11
50. C 0.53
51. O -0.59
52. H 0.20
53. H 0.20
54. H 0.21
55. H 0.19
56. H 0.19
57. H 0.21
58. H 0.21
59. H 0.23
60. H 0.22
61. H 0.23
62. H 0.23
63. H 0.50
64. H 0.25
65. H 0.25
66. H 0.52
67. H 0.52
68. H 0.22
69. H 0.19
70. H 0.24
71. H 0.22
72. H 0.24
73. H 0.43
74. H 0.19
75. H 0.48
76. H 0.19
77. H 0.23
78. H 0.21
79. H 0.23
80. H 0.24
81. H 0.24
82. H 0.18
83. H 0.21
84. H 0.18
85. H 0.23
86. H 0.22
87. H 0.24

Below is a structure of composition C30H32MoNOS2Te, with properties calculated with ωB97M-V with the def2-TZVPD basis set.

```
! RIJCOSX wB97M-V def2-TZVPD def2/J DEFGRID3
* xyz 3 3
Mo 0.6066 -0.2254 0.7988
C 1.7993 0.0922 5.4637
C 1.4621 -0.8174 4.2720
C 0.0835 -1.4723 4.4340
C 1.5981 0.0108 3.0140
C 0.7459 1.1102 2.7506
C 0.9494 1.9653 1.6517
C 2.0191 1.7687 0.7506
C 2.3083 2.7199 -0.3701
C 2.8599 0.6688 0.9981
C 2.6502 -0.1981 2.0999
H 1.8104 -0.5098 6.3754
H 1.0435 0.8804 5.5949
H 2.7832 0.5648 5.3623
H 2.2059 -1.6053 4.2128
H -0.7135 -0.7200 4.5084
H 0.0654 -2.0551 5.3590
H -0.1456 -2.1540 3.6134
H -0.0257 1.3558 3.4612
H 0.3327 2.8387 1.5480
H 2.4508 2.1942 -1.3118
H 3.2331 3.2576 -0.1475
H 1.5126 3.4520 -0.4872
H 3.7340 0.5311 0.3880
H 3.3842 -0.9554 2.3107
S -2.8340 -3.2785 1.3651
C -1.7027 -2.2833 1.1716
N -0.7698 -1.4756 1.0195
Te 2.1445 -1.7665 -0.9943
C 1.9200 -3.7015 -0.2568
C 3.1032 -4.3604 0.0548
C 3.0267 -5.6911 0.4583
C 1.7898 -6.3180 0.5484
C 0.6153 -5.6301 0.2278
C 0.6724 -4.3066 -0.1753
C 1.0666 -1.9996 -2.7553
C 1.8767 -2.1538 -3.8700
C 1.2659 -2.4425 -5.0865
C -0.1189 -2.5571 -5.1593
C -0.9073 -2.3877 -4.0217
C -0.3168 -2.0992 -2.8029
H 4.0683 -3.8764 -0.0315
H 3.9388 -6.2342 0.6934
H 1.7357 -7.3545 0.8630
H -0.3450 -6.1370 0.2813
H -0.2296 -3.7860 -0.4599
H 2.9555 -2.0703 -3.8139
H 1.8782 -2.5832 -5.9713
H -0.5887 -2.7852 -6.1081
H -1.9875 -2.5026 -4.0858
H -0.9215 -1.9889 -1.9171
C -2.6410 1.8560 -0.2647
S -1.9694 0.5182 -1.1938
O -0.4454 0.5172 -0.7638
C -1.9970 1.1460 -2.8079
C -2.7559 0.4339 -3.7308
C -2.8217 0.9125 -5.0335
C -2.1227 2.0582 -5.3836
C -1.3561 2.7497 -4.4421
C -1.2879 2.3011 -3.1389
H -2.0832 2.7634 -0.5006
H -2.5885 1.5913 0.7913
H -3.6893 1.9564 -0.5717
H -3.3043 -0.4601 -3.4379
H -3.4202 0.3911 -5.7715
H -2.1744 2.4268 -6.4053
H -0.8229 3.6472 -4.7316
H -0.6962 2.8360 -2.4006
*
```

Results
E_LUMO (alpha / beta) = -11.62 / -11.15 eV
Energy above the lowest of the compared OMol25 structures with the same formula, charge and spin = 21.6 kJ/mol
Highest occupied orbital energy (alpha / beta) = -17.11 / -17.11 eV

Atomic charges from the natural (NBO) analysis, expressed in e, are listed below:
1. Mo 1.01
2. C -0.61
3. C -0.25
4. C -0.61
5. C 0.03
6. C -0.15
7. C -0.21
8. C 0.01
9. C -0.65
10. C -0.18
11. C -0.20
12. H 0.26
13. H 0.21
14. H 0.23
15. H 0.23
16. H 0.21
17. H 0.26
18. H 0.21
19. H 0.28
20. H 0.28
21. H 0.25
22. H 0.28
23. H 0.25
24. H 0.28
25. H 0.29
26. S 0.45
27. C 0.14
28. N -0.66
29. Te 1.04
30. C -0.20
31. C -0.26
32. C -0.18
33. C -0.15
34. C -0.17
35. C -0.28
36. C -0.30
37. C -0.21
38. C -0.17
39. C -0.17
40. C -0.12
41. C -0.27
42. H 0.24
43. H 0.26
44. H 0.25
45. H 0.24
46. H 0.21
47. H 0.24
48. H 0.26
49. H 0.25
50. H 0.22
51. H 0.20
52. C -0.81
53. S 1.28
54. O -0.91
55. C -0.34
56. C -0.17
57. C -0.18
58. C -0.13
59. C -0.20
60. C -0.14
61. H 0.26
62. H 0.25
63. H 0.29
64. H 0.24
65. H 0.25
66. H 0.26
67. H 0.25
68. H 0.21

Below is a cluster of 2 separate species, C6H16N2 in total, with properties calculated with ωB97M-V with the def2-TZVPD basis set.

```
! RIJCOSX wB97M-V def2-TZVPD def2/J DEFGRID3
* xyz 0 1
C 2.8995 -0.8129 1.0112
C 1.6597 -0.2781 0.3154
C 1.7897 1.1815 -0.0117
N 0.9512 -1.0629 -0.4184
H 3.0868 -0.2916 1.9499
H 3.7685 -0.6362 0.3777
H 2.8422 -1.8862 1.1857
H 2.5980 1.3578 -0.7185
H 0.8649 1.6271 -0.3605
H 2.0231 1.7548 0.8861
H 1.0324 -2.0549 -0.2003
C -2.3648 -1.2250 -0.1852
N -1.8543 0.1115 -0.2935
C -1.7589 0.9173 0.8881
C -1.3343 0.5701 -1.6623
H -2.9988 -1.3682 0.6900
H -1.5503 -1.9553 -0.0996
H -2.9262 -1.4884 -1.0818
H -0.7391 0.9166 1.2902
H -2.3999 0.5626 1.6965
H -2.0413 1.9448 0.6546
H -0.2434 0.4912 -1.7222
H -1.7348 -0.0094 -2.4900
H -1.5700 1.6338 -1.7014
*
```

Results
E_LUMO = 0.85 eV
Energy above the lowest of the compared OMol25 structures with the same formula, charge and spin = 210.1 kJ/mol
Highest occupied orbital energy = -7.17 eV
Structure (SMILES) = CC(C)=N.CN(C)C

Atomic charges from the natural (NBO) analysis, expressed in e, are listed below:
1. C -0.68
2. C 0.31
3. C -0.68
4. N -0.62
5. H 0.21
6. H 0.23
7. H 0.21
8. H 0.23
9. H 0.23
10. H 0.22
11. H 0.34
12. C -0.38
13. N -0.47
14. C -0.39
15. C -0.40
16. H 0.19
17. H 0.16
18. H 0.18
19. H 0.15
20. H 0.20
21. H 0.18
22. H 0.20
23. H 0.20
24. H 0.18